1.
{
  "formula": "C15H36ClNO2",
  "method": "ωB97M-V/def2-TZVPD",
  "symbols": ["C", "C", "C", "C", "N", "C", "C", "C", "C", "C", "C", "C", "H", "H", "H", "H", "H", "H", "H", "H", "H", "H", "H", "H", "H", "H", "H", "H", "H", "H", "H", "H", "H", "H", "H", "H", "Cl", "C", "C", "O", "H", "H", "H", "H", "H", "H", "C", "C", "O", "H", "H", "H", "H", "H", "H"],
  "coordinates": [[-1.860655, 1.112018, -4.570345], [-0.651655, 0.991018, -3.716345], [-0.347655, -0.455982, -3.369345], [0.778345, -0.494982, -2.307345], [1.170345, -1.826982, -1.673345], [1.837345, -2.739982, -2.633345], [1.000345, -4.056982, -2.787345], [-0.354655, -3.658982, -2.306345], [-0.070655, -2.540982, -1.239345], [2.010345, -1.530982, -0.486345], [1.595345, -0.968982, 0.790655], [2.342345, -1.182982, 2.020655], [-2.787655, 1.022018, -3.837345], [-2.013655, 0.360018, -5.321345], [-1.743655, 1.966018, -4.977345], [-0.834655, 1.740018, -3.016345], [-0.035655, 1.581018, -4.328345], [0.069345, -1.114982, -4.226345], [-1.342655, -1.005982, -3.205345], [0.636345, 0.209018, -1.405345], [1.692345, 0.046018, -2.727345], [2.816345, -2.807982, -2.296345], [2.033345, -2.241982, -3.501345], [1.557345, -4.967982, -2.304345], [1.024345, -4.021982, -3.716345], [-0.901655, -4.362982, -1.712345], [-1.049655, -3.416982, -3.103345], [0.087345, -2.905982, -0.292345], [-0.925655, -2.061982, -1.257345], [2.907345, -1.186982, -0.717345], [2.338345, -2.562982, -0.053345], [0.520345, -1.142982, 0.906655], [1.572345, 0.083018, 0.693655], [1.785345, -0.736982, 2.860655], [3.301345, -0.519982, 2.064655], [2.767345, -2.275982, 2.133655], [-1.257655, 1.696018, 0.107655], [-1.145655, 0.069018, 5.443655], [-0.753655, 0.544018, 4.086655], [-1.544655, -0.015982, 3.016655], [-0.729655, 0.640018, 6.149655], [-0.746655, -0.863982, 5.603655], [-2.197655, 0.008018, 5.573655], [0.185345, 0.372018, 3.848655], [-0.784655, 1.596018, 3.924655], [-1.454655, 0.588018, 2.387655], [-1.731655, 5.406018, 3.338655], [-0.660655, 4.587018, 2.778655], [-0.649655, 4.451018, 1.405655], [-2.586655, 4.939018, 3.189655], [-1.856655, 6.355018, 3.026655], [-1.555655, 5.204018, 4.397655], [-0.949655, 3.560018, 3.036655], [0.323345, 4.949018, 3.088655], [-0.826655, 3.598018, 1.213655]],
  "forces_ev_per_a": [[-3.854, -5.898, 4.350], [-0.405, -1.011, -1.713], [0.714, -1.659, -0.215], [0.494, 2.518, 1.416], [-1.752, 1.818, 0.120], [-0.588, -1.216, 2.246], [2.452, 0.100, 7.784], [0.181, 0.272, 2.044], [2.096, -2.660, -3.150], [-0.020, -6.005, 2.291], [-3.896, 2.390, -0.736], [3.943, -0.849, 1.530], [1.429, 0.525, -1.798], [0.245, -0.502, -0.468], [-0.406, 6.146, -3.052], [-0.101, 0.185, 2.745], [2.709, -0.345, -0.810], [-0.605, 1.540, 0.610], [1.425, 0.960, 0.732], [-0.894, -1.087, -1.212], [-0.785, -1.398, 0.070], [1.849, -1.012, 1.081], [-0.515, 1.413, -2.741], [-1.377, 1.733, -0.953], [-0.110, -1.570, -8.667], [-0.063, -1.059, 0.067], [0.211, 0.693, -0.124], [0.476, -1.195, 2.019], [-3.649, 3.784, 0.409], [3.839, 2.098, -2.076], [-0.532, 0.718, -1.438], [-0.035, -0.351, 0.429], [-0.255, 1.574, -0.252], [0.019, -1.021, -0.141], [-1.338, -1.173, -0.439], [-1.228, 1.902, 0.324], [0.277, -0.462, 0.034], [-1.238, -0.455, -2.717], [-4.113, 0.653, -0.644], [-0.376, -4.152, 5.147], [1.429, 2.566, 2.811], [0.759, -2.554, 0.282], [-0.984, 0.154, 0.032], [4.923, -1.451, -0.561], [-0.572, 1.261, 0.617], [0.185, 3.917, -5.156], [2.604, -1.277, 2.595], [0.541, -1.461, -0.861], [1.062, 5.378, -0.722], [-4.272, -2.191, -1.052], [0.232, 3.480, -0.684], [-0.202, 1.166, 0.474], [0.940, 0.039, 1.382], [0.098, -0.418, 0.425], [-0.970, -4.550, -1.682]],
  "relative_energy_ev": 1.516,
  "e_lumo_ev": -0.055,
  "energy_ha": -1258.24590,
  "total_charge": 0,
  "orbital_gap_ev": 7.6,
  "homo_energy_ev": -7.65
}

***

2.
{
  "formula": "C15H36O6S",
  "method": "ωB97M-V/def2-TZVPD",
  "symbols": ["C", "C", "S", "C", "C", "C", "O", "C", "O", "C", "H", "H", "H", "H", "H", "H", "H", "H", "H", "H", "H", "H", "C", "C", "O", "H", "H", "H", "H", "H", "H", "C", "C", "O", "H", "H", "H", "H", "H", "H", "C", "C", "O", "H", "H", "H", "H", "H", "H", "C", "C", "O", "H", "H", "H", "H", "H", "H"],
  "coordinates": [[7.003415, 2.678682, 2.675614], [6.691744, 1.927866, 1.374813], [5.311067, 0.748306, 1.470795], [4.154981, 1.399264, 2.708183], [2.719367, 1.310320, 2.261715], [1.804586, 1.645345, 3.469254], [0.547102, 2.020274, 2.901686], [0.708714, 2.162700, 1.551735], [-0.213516, 2.055618, 0.772400], [2.193596, 2.377613, 1.312045], [8.067402, 2.845638, 2.781574], [6.494022, 3.636839, 2.681019], [6.653857, 2.139875, 3.548923], [6.477120, 2.646080, 0.594462], [7.555614, 1.338954, 1.097345], [4.385459, 2.423231, 2.980015], [4.269199, 0.788927, 3.600635], [2.420063, 0.339456, 1.879289], [1.708632, 0.811058, 4.150961], [2.213471, 2.522529, 3.967433], [2.424138, 3.343839, 1.757999], [2.491714, 2.323816, 0.276721], [0.776213, -3.203293, 0.592749], [0.874197, -1.765673, 0.115305], [2.214308, -1.286161, 0.149627], [1.159385, -3.291589, 1.609906], [-0.256552, -3.554173, 0.575612], [1.372013, -3.860895, -0.043992], [0.288175, -1.109833, 0.759187], [0.483643, -1.678469, -0.904073], [2.747573, -1.831181, -0.433524], [-4.376321, 1.709848, 1.428140], [-4.022309, 0.446221, 0.665793], [-3.131481, 0.722662, -0.413253], [-4.837517, 2.436439, 0.758932], [-5.067751, 1.497513, 2.245471], [-3.477840, 2.167712, 1.846839], [-4.914610, -0.000709, 0.231102], [-3.564942, -0.291766, 1.334191], [-2.333639, 1.104799, -0.030789], [-5.464612, -0.053224, -3.006448], [-5.823121, -1.353544, -2.311472], [-6.914336, -2.011059, -2.955397], [-6.329495, 0.610652, -3.029488], [-4.642518, 0.454635, -2.498888], [-5.168303, -0.243345, -4.041493], [-6.139573, -1.166815, -1.287385], [-4.956064, -2.022684, -2.282060], [-6.651964, -2.193413, -3.860216], [-1.708817, -2.578809, -3.435256], [-0.376385, -2.265202, -4.086840], [0.401118, -3.443635, -4.294581], [-1.559261, -3.089140, -2.483374], [-2.284225, -1.669033, -3.255150], [-2.293821, -3.243820, -4.075977], [0.213621, -1.616594, -3.440643], [-0.514482, -1.749327, -5.042483], [-0.096180, -4.025131, -4.873908]],
  "forces_ev_per_a": [[-0.376, -0.098, -0.177], [-0.209, 0.362, 0.684], [0.031, -0.289, -0.307], [0.197, -0.296, -0.170], [-0.699, 0.583, 0.732], [0.728, 0.218, -0.648], [-0.470, -0.583, -0.391], [-0.820, -0.084, -0.729], [0.983, 0.371, 0.941], [-0.406, -0.335, 0.072], [0.210, 0.126, -0.001], [0.025, 0.211, 0.059], [0.110, -0.218, 0.163], [0.103, 0.059, -0.281], [0.029, -0.236, -0.247], [0.135, 0.213, -0.060], [0.059, -0.010, 0.205], [0.371, -0.335, -0.101], [-0.344, -0.058, 0.193], [0.049, 0.019, 0.385], [0.187, 0.338, -0.225], [-0.008, -0.087, -0.180], [0.073, 0.035, 0.043], [0.019, -0.264, -0.182], [-0.076, 0.206, 0.228], [-0.031, 0.008, 0.024], [-0.003, 0.006, -0.018], [-0.050, -0.016, -0.044], [0.051, 0.089, -0.032], [-0.119, 0.040, 0.057], [0.079, -0.048, -0.068], [-0.010, 0.006, -0.010], [0.292, 0.197, 0.020], [-0.171, -0.134, 0.048], [-0.035, -0.014, -0.009], [0.006, -0.007, 0.005], [0.006, -0.034, 0.037], [0.010, -0.029, -0.065], [-0.101, -0.028, 0.045], [0.161, 0.094, -0.050], [-0.024, 0.031, 0.038], [0.051, 0.010, -0.338], [-0.032, 0.016, 0.255], [-0.005, 0.009, 0.027], [0.013, -0.037, 0.010], [0.056, -0.008, 0.009], [-0.074, -0.061, 0.015], [0.030, 0.041, 0.100], [0.007, -0.018, -0.116], [-0.026, -0.030, -0.043], [-0.036, -0.173, -0.039], [0.110, 0.171, 0.166], [0.037, 0.032, 0.025], [-0.010, -0.007, -0.013], [-0.068, 0.056, -0.005], [0.092, -0.018, -0.032], [-0.066, 0.092, 0.055], [-0.041, -0.089, -0.063]],
  "smiles": "CCSC[C@H]1COC(=O)C1.CCO.CCO.CCO.CCO",
  "e_lumo_ev": 0.637,
  "energy_ha": -1442.70898,
  "total_charge": 0,
  "orbital_gap_ev": 9.3,
  "homo_energy_ev": -8.68
}

***

3.
{
  "formula": "C15H36O9P2S2TeV",
  "method": "ωB97M-V/def2-TZVPD",
  "symbols": ["V", "C", "C", "C", "O", "P", "O", "C", "P", "O", "O", "C", "C", "C", "O", "C", "C", "C", "O", "C", "C", "C", "H", "H", "H", "H", "H", "H", "H", "H", "H", "H", "H", "H", "H", "H", "H", "H", "H", "H", "H", "H", "H", "H", "H", "H", "H", "H", "H", "H", "H", "H", "O", "S", "O", "O", "S", "C", "Te", "C", "H", "H", "H", "H", "H", "H"],
  "coordinates": [[0.377913, 0.685659, -0.168870], [3.057025, -0.970101, 2.411239], [1.874510, -0.418968, 3.168149], [2.178221, -0.068360, 4.602620], [0.790799, -1.449250, 3.234771], [-0.094705, -1.825969, 2.000234], [0.352738, -1.318043, 0.686708], [-1.762519, -1.228323, 2.356989], [-1.897692, 0.571618, 2.370445], [-1.082788, 1.203649, 1.313851], [-1.489973, 1.048264, 3.805022], [-2.326038, 0.785442, 4.978417], [-2.960280, 2.092111, 5.396410], [-1.434079, 0.176023, 6.035203], [-3.438883, 0.895808, 2.282897], [-4.122513, 0.795179, 0.987376], [-5.535185, 0.350559, 1.285293], [-4.037959, 2.127922, 0.277934], [-0.235762, -3.386308, 1.984898], [0.077483, -4.380883, 3.003171], [-0.660736, -4.092206, 4.295007], [1.575654, -4.512555, 3.178338], [3.818723, -0.192665, 2.353783], [2.788845, -1.226187, 1.387138], [3.473832, -1.841313, 2.922172], [1.467206, 0.440380, 2.638484], [2.544096, -0.940728, 5.147821], [1.295509, 0.323450, 5.105163], [2.951601, 0.699691, 4.616602], [-2.119295, -1.632361, 3.306656], [-2.395703, -1.611929, 1.551548], [-3.104531, 0.074483, 4.687453], [-2.186013, 2.821069, 5.636881], [-3.581278, 1.936061, 6.279367], [-3.581920, 2.490930, 4.596406], [-0.664252, 0.887290, 6.336019], [-0.945543, -0.725984, 5.664300], [-2.028227, -0.081371, 6.912821], [-3.608091, 0.031895, 0.394679], [-6.038200, 1.091394, 1.908124], [-5.543802, -0.606771, 1.806351], [-6.092359, 0.243875, 0.354624], [-4.526582, 2.901932, 0.871531], [-4.544995, 2.057991, -0.685719], [-3.000914, 2.414733, 0.107864], [-0.318390, -5.294029, 2.559089], [-0.295088, -3.173054, 4.755067], [-0.493947, -4.911144, 4.995285], [-1.734900, -4.011666, 4.122235], [1.986853, -3.642554, 3.687562], [2.065662, -4.618981, 2.211181], [1.791875, -5.399362, 3.775445], [3.910895, 2.000740, -0.746964], [2.554610, 1.580557, -0.559156], [2.069695, 1.577262, 0.867698], [2.256314, 0.166178, -1.014133], [1.079479, 2.618596, -1.494447], [-1.399649, 0.767493, -3.637777], [-1.520215, -0.462260, -1.909267], [-0.050586, -1.855377, -2.560835], [-0.363479, 1.083688, -3.734177], [-2.020076, 1.644213, -3.466357], [-1.746731, 0.218748, -4.508267], [-0.394846, -2.362719, -3.457379], [0.102275, -2.565143, -1.751972], [0.867511, -1.297514, -2.729117]],
  "forces_ev_per_a": [[-0.034, 0.142, -0.093], [0.003, -0.018, -0.004], [-0.023, 0.008, -0.009], [0.007, 0.014, -0.012], [-0.032, -0.019, -0.028], [0.062, -0.012, 0.014], [-0.005, -0.007, 0.038], [0.017, 0.069, -0.027], [-0.057, 0.016, 0.033], [0.130, -0.063, 0.008], [-0.045, 0.000, -0.016], [0.037, -0.002, -0.037], [-0.002, 0.001, 0.003], [-0.018, -0.003, 0.022], [0.042, -0.011, 0.005], [-0.009, 0.004, 0.001], [-0.001, 0.004, 0.010], [0.005, 0.005, 0.002], [-0.014, -0.017, -0.013], [-0.001, -0.006, 0.019], [-0.003, 0.009, 0.004], [0.003, 0.015, 0.000], [0.005, -0.001, 0.000], [0.002, 0.013, 0.003], [0.003, 0.005, 0.006], [0.006, -0.011, 0.008], [0.006, -0.005, -0.005], [0.003, 0.002, -0.003], [0.000, -0.003, 0.012], [-0.026, -0.012, -0.016], [-0.022, -0.020, 0.024], [-0.006, 0.000, 0.008], [0.001, -0.002, 0.003], [-0.001, 0.005, 0.000], [-0.003, -0.003, 0.000], [-0.004, 0.004, -0.006], [-0.002, 0.000, -0.006], [0.009, -0.003, 0.003], [-0.005, -0.004, 0.001], [0.000, 0.003, -0.004], [0.001, -0.004, -0.004], [0.001, -0.001, -0.001], [-0.005, -0.001, -0.002], [-0.001, 0.004, 0.002], [-0.001, -0.003, -0.001], [0.009, 0.001, -0.002], [0.006, -0.002, 0.003], [0.001, 0.003, 0.002], [0.001, -0.006, -0.004], [0.002, -0.003, 0.002], [-0.003, -0.009, -0.001], [-0.003, -0.002, -0.001], [-0.018, 0.024, -0.019], [0.015, -0.124, 0.093], [-0.009, -0.009, -0.060], [-0.073, 0.069, 0.014], [-0.022, 0.002, -0.011], [0.095, 0.027, 0.067], [0.016, -0.050, 0.061], [-0.018, 0.016, -0.014], [-0.007, -0.011, -0.028], [-0.032, -0.018, -0.009], [-0.006, 0.012, -0.017], [0.015, 0.003, -0.011], [-0.007, 0.015, 0.008], [0.015, -0.027, -0.014]],
  "relative_energy_ev": 0.000,
  "e_lumo_ev": [0.021, 0.021],
  "spin_multiplicity": 2,
  "energy_ha": -3961.64720,
  "total_charge": 0,
  "orbital_gap_ev": [6.5, 5.9],
  "homo_energy_ev": [-6.47, -5.89]
}